The following is a quantum chemistry calculation of C55H70CrN5O2 as an isolated structure, from OMol25.

Computed properties:
Kohn-Sham gap (alpha / beta) in eV: 5.84 / 5.86
Multiplicity: 4
Total charge: +2
LUMO energy (alpha / beta) in eV: -6.90 / -7.01
HOMO energy (alpha / beta) in eV: -12.7 / -12.9

Structure (XYZ):
```
133
Properties=species:S:1:pos:R:3:forces:R:3
C -2.38095 -3.49814 -1.33188 0.04 0.05 -0.01
C -2.91689 -2.60108 0.93358 0.00 0.01 0.00
H -4.15035 3.19829 -0.43618 0.00 0.02 -0.03
H -1.43349 -0.15852 -5.43160 0.02 0.03 0.00
C 1.85286 -3.07240 -0.77364 0.03 -0.04 0.01
C -3.46885 0.58602 -0.67832 -0.01 -0.03 -0.07
Cr 0.21740 0.07681 1.20159 -0.04 0.37 -0.28
O 2.07931 -0.14493 0.81608 0.28 -0.03 0.06
C 0.36492 -3.12354 -0.98270 -0.01 -0.03 -0.09
H 2.65046 1.53957 2.85558 0.00 0.00 0.01
C 4.07581 -0.98812 -5.11305 -0.01 0.01 0.00
H -2.72771 3.99234 4.14479 -0.02 0.00 0.02
N 1.51787 4.09278 1.20501 -0.03 -0.04 0.01
C 0.32001 0.45626 4.33152 0.00 -0.07 -0.06
C -3.98867 0.71991 -4.97565 0.03 0.00 0.00
H 3.78779 -1.48329 1.59780 -0.01 0.03 0.01
N 0.15444 0.16142 -0.79837 -0.06 0.02 0.04
C -0.01024 -4.08355 2.42265 0.01 0.03 -0.08
H -3.84428 -2.52696 -3.75961 0.02 -0.03 0.01
H 0.55869 -4.03242 -2.90395 0.03 -0.01 -0.04
H 6.16767 -1.47605 -1.34095 0.02 -0.06 0.01
C 2.72851 1.02745 3.81427 0.03 -0.02 0.01
H -1.89068 1.99482 2.95813 -0.01 -0.06 0.02
H -1.57793 6.15320 3.96348 -0.02 0.03 0.01
C -4.62548 0.43370 1.60310 -0.02 -0.01 -0.02
H -6.22695 0.13508 -0.63707 -0.01 -0.03 0.01
H -2.24200 -1.01956 5.51717 0.00 -0.03 0.00
H -4.38031 0.45535 -5.95754 0.00 -0.01 -0.03
C -1.49858 -3.87215 -2.33063 0.01 0.01 0.02
H -3.12687 2.72310 0.92363 0.02 0.00 0.03
C 0.42621 4.30719 2.03227 -0.04 0.05 0.03
H -4.99915 -0.58143 1.46704 0.00 -0.02 0.00
H -5.17462 -1.37196 -3.61604 -0.03 0.01 0.02
H 7.02600 -0.86158 0.06637 0.02 0.01 0.02
H 5.54229 -1.58709 1.75454 0.02 -0.02 0.03
H 5.90772 0.85499 1.58238 0.03 0.00 0.01
O -1.70702 0.44754 0.93818 -0.18 0.01 0.07
C 1.42164 2.07754 5.68255 -0.03 -0.03 -0.01
C 4.93363 -0.37587 0.08607 0.01 0.04 0.00
H 4.61998 1.58815 -5.83933 0.01 0.01 -0.03
C 0.56833 -2.35100 4.77543 0.03 0.06 0.02
H 4.98991 -1.16137 -4.54651 0.04 -0.01 0.03
H -3.13549 -3.50453 1.50648 -0.01 -0.02 0.04
H 0.72569 -1.61068 5.55430 0.00 -0.02 -0.02
H 2.13999 -2.51550 0.11530 -0.02 -0.07 -0.01
C 2.41855 -0.09185 -0.44030 -0.01 0.12 -0.01
C -3.29858 -0.50347 -4.35208 0.02 -0.02 0.02
H 4.17176 1.12898 1.46345 -0.02 0.00 0.03
H 6.58356 0.24299 -1.22046 -0.03 0.02 -0.04
N -0.09253 -1.98811 1.14813 0.03 -0.17 0.16
H 4.35468 -0.90426 -6.16314 0.01 0.00 -0.02
H 2.24094 -4.08775 -0.66970 0.02 -0.02 0.00
C -1.83118 4.05996 3.54432 0.01 0.01 -0.01
C 3.34828 0.28926 -4.66792 -0.02 0.00 0.01
C -4.12657 2.63804 0.49906 0.01 0.00 0.04
H 2.35388 -2.62621 -1.63351 0.01 -0.01 -0.02
H -3.44263 -3.66873 -1.45163 -0.06 0.00 -0.01
H 0.46296 6.40088 2.58615 0.02 0.05 0.00
H 2.30531 2.65137 5.92745 0.03 0.02 0.01
N 0.32361 -0.45834 3.21155 0.03 -0.09 0.19
H -5.34165 0.96095 2.23415 -0.02 0.01 0.02
C -0.55191 -2.70423 -0.02078 0.04 0.01 0.09
C 3.96250 -0.08610 -2.23701 0.02 -0.05 0.03
H 2.48012 0.58946 -6.61147 0.00 0.00 -0.02
H -1.65496 -1.83498 -4.88929 0.01 -0.02 0.02
C -1.92735 -2.91006 -0.15643 -0.03 -0.04 -0.03
C 1.64737 0.23011 -2.78123 0.10 -0.05 -0.01
H 4.72790 -2.50247 0.49411 -0.02 -0.04 -0.03
H -1.74303 1.55940 6.74840 -0.03 0.01 0.02
H -4.82557 1.07501 -4.37566 -0.04 0.01 0.02
C 2.94020 0.14216 -3.20841 -0.11 -0.01 0.01
C -0.03869 5.44881 2.67607 -0.02 -0.06 0.01
C -2.10069 -0.21966 4.78763 -0.03 0.00 -0.04
H -5.97195 1.77383 -1.26779 0.01 0.01 -0.03
C -0.13819 -3.69687 -2.14691 0.00 0.00 0.02
C -3.74128 0.29755 -1.98246 -0.03 -0.02 0.05
C 4.28998 1.49412 -4.80524 -0.01 -0.01 0.00
H 2.28148 2.37660 0.22239 0.00 -0.02 -0.02
C -2.16749 -0.95143 -5.27530 -0.01 -0.02 -0.01
H 2.19289 4.77793 0.90689 0.01 -0.01 0.00
C 1.36034 0.09184 -1.40017 0.03 0.05 -0.06
H -4.67334 -1.93838 -5.20236 -0.02 0.00 -0.03
H -0.29059 -2.97177 5.03683 -0.03 -0.01 0.00
C -1.08682 0.14437 -1.30624 0.04 -0.08 -0.05
H 1.43485 -3.01297 4.72755 0.03 -0.02 0.02
H -4.82763 3.10521 1.19131 -0.02 0.02 0.02
C 6.24694 -0.62924 -0.65859 0.02 0.05 0.05
H 0.85906 0.45365 -3.47774 0.01 0.03 0.00
H 1.44648 -0.33934 -5.53475 -0.02 -0.03 0.01
H -2.10724 -0.66427 3.79145 0.00 0.03 0.02
H 3.78342 2.41878 -4.52617 -0.01 0.03 0.02
H -6.63461 1.54012 0.33844 -0.01 0.02 0.01
C -5.91312 1.14753 -0.37726 0.00 0.03 0.04
H 0.25533 2.90146 7.27903 0.00 0.03 0.03
H -1.86823 -4.32598 -3.24027 -0.01 -0.02 -0.02
H 5.18019 1.39137 -4.18471 0.03 0.00 0.01
C 0.27234 2.21351 6.44621 0.01 -0.03 -0.03
H -0.73064 -0.51559 -3.33486 -0.02 -0.01 0.01
C -1.17661 5.29870 3.43838 0.01 -0.02 0.00
H 0.64565 -4.45366 3.20498 0.04 0.00 0.01
H -2.57616 -1.83172 1.62370 0.01 0.02 0.00
C -4.52279 1.17171 0.26140 0.01 0.01 -0.02
C 2.14132 0.50209 -5.57993 0.01 0.01 0.01
H -1.03715 -4.32537 2.71080 -0.02 -0.01 0.03
H 3.43430 -1.86325 -5.00188 -0.03 -0.03 0.00
H -2.57925 -1.20960 -6.24998 -0.01 -0.01 -0.02
H 1.60201 1.41897 -5.33542 -0.01 0.02 0.01
C -1.36687 2.93618 2.89677 0.00 0.05 -0.01
C -2.09762 0.40189 -0.27862 -0.02 -0.01 -0.03
H -4.76493 0.38764 -2.31465 0.00 0.00 0.00
C -0.84725 1.45809 6.14994 0.01 0.03 -0.05
H 0.20135 -4.60103 1.48979 -0.02 0.00 -0.01
C 4.71920 -1.55859 1.04076 -0.03 -0.03 -0.03
H 5.25932 1.77028 0.21968 0.03 0.02 -0.03
H -2.97423 0.42949 4.85908 0.00 -0.01 0.03
C 3.76705 -0.20652 -0.88525 0.00 0.04 -0.11
H 4.97415 -0.15553 -2.60776 0.01 0.00 0.00
C -2.78609 -0.13389 -2.97064 0.03 0.03 0.00
H 3.57666 1.44522 4.35287 0.01 0.01 -0.01
H -3.85752 -2.26452 0.50237 -0.02 -0.01 -0.02
H -3.67694 0.38818 2.12913 0.04 0.01 0.03
C -0.20866 3.07038 2.13378 -0.07 0.02 -0.02
C 1.51808 2.80067 0.85447 0.10 -0.01 -0.10
C -0.84894 0.56479 5.08303 -0.03 0.07 0.04
H 2.94780 -0.01869 3.59480 0.01 0.00 0.00
C 1.46962 1.19215 4.61387 0.01 0.05 0.05
N 0.50879 2.13648 1.37704 0.01 -0.21 0.13
C 0.11145 -2.60855 2.24833 -0.07 0.18 -0.04
C -1.46853 -0.17415 -2.63047 -0.05 0.02 0.02
C 0.36667 -1.71851 3.44391 -0.06 -0.03 -0.13
C -4.30917 -1.65270 -4.21596 0.00 0.01 -0.01
C 5.07169 0.92678 0.88605 -0.01 -0.02 0.04
H -3.28545 1.54365 -5.10139 0.02 0.03 0.00
```
Forces are in eV/Å.

Here are the Löwdin charges for atoms 1 to 99, given in e:
1 C -0.03
2 C -0.01
3 H 0.10
4 H 0.09
5 C -0.01
6 C -0.06
7 Cr 0.91
8 O -0.15
9 C -0.20
10 H 0.05
11 C -0.03
12 H 0.12
13 N 0.17
14 C -0.21
15 C -0.02
16 H 0.06
17 N 0.08
18 C 0.04
19 H 0.07
20 H 0.13
21 H 0.10
22 C -0.02
23 H 0.10
24 H 0.12
25 C -0.03
26 H 0.10
27 H 0.10
28 H 0.10
29 C -0.06
30 H 0.06
31 C -0.17
32 H 0.08
33 H 0.09
34 H 0.10
35 H 0.09
36 H 0.10
37 O -0.09
38 C -0.02
39 C -0.52
40 H 0.10
41 C 0.03
42 H 0.08
43 H 0.10
44 H 0.10
45 H 0.06
46 C -0.28
47 C -0.55
48 H 0.05
49 H 0.09
50 N 0.09
51 H 0.10
52 H 0.11
53 C -0.05
54 C -0.55
55 C -0.02
56 H 0.09
57 H 0.12
58 H 0.12
59 H 0.12
60 N 0.08
61 H 0.10
62 C -0.19
63 C 0.07
64 H 0.10
65 H 0.08
66 C -0.19
67 C 0.06
68 H 0.09
69 H 0.13
70 H 0.08
71 C -0.13
72 C 0.01
73 C -0.02
74 H 0.09
75 C -0.02
76 C 0.08
77 C -0.03
78 H 0.14
79 C -0.05
80 H 0.18
81 C -0.16
82 H 0.10
83 H 0.11
84 C -0.12
85 H 0.11
86 H 0.10
87 C -0.05
88 H 0.09
89 H 0.08
90 H 0.06
91 H 0.09
92 H 0.10
93 C -0.05
94 H 0.12
95 H 0.12
96 H 0.08
97 C -0.04
98 H 0.09
99 C -0.05